#a
{"formula": "C7H16N", "method": "wB97M-V/def2-TZVPD", "species": ["C", "C", "C", "C", "C", "C", "C", "N", "H", "H", "H", "H", "H", "H", "H", "H", "H", "H", "H", "H", "H", "H", "H", "H"], "xyz": [[0.6248, -0.5015, -2.6422], [0.9823, -0.1750, -1.2398], [-0.1508, -0.4483, -0.4094], [-0.2433, -0.4408, 1.1225], [-2.2532, 0.5208, 2.2690], [-1.1505, 0.7664, 1.5710], [-0.5973, 2.0514, 1.2871], [1.9814, -1.1791, -0.6320], [0.5900, -1.5787, -3.0927], [1.1910, 0.0865, -3.3324], [-0.4125, -0.3760, -2.7469], [1.5305, 0.7522, -1.1199], [-1.0304, -0.0024, -0.6802], [-0.4699, -1.5105, -0.6307], [-0.6738, -1.3085, 1.5889], [0.7105, -0.3253, 1.6033], [-2.8759, 1.3267, 2.5666], [-2.5223, -0.4997, 2.4115], [-0.6492, 2.2837, 0.0937], [-1.3503, 2.7571, 1.8836], [0.3877, 2.3394, 1.5110], [1.8777, -1.2491, 0.4159], [1.5022, -2.1390, -0.8720], [3.0013, -1.1502, -0.9258]], "smiles": "C=C(C)CC[C@H](C)[NH3+]", "charge": 1, "homo_lumo_gap_ev": 9.15, "lumo_ev": -3.496, "e_homo_ev": -12.65}

---

#b
{"formula": "C7H16N", "method": "wB97M-V/def2-TZVPD", "species": ["C", "C", "C", "C", "C", "C", "C", "N", "H", "H", "H", "H", "H", "H", "H", "H", "H", "H", "H", "H", "H", "H", "H", "H"], "xyz": [[1.8260, -0.6923, -2.3842], [0.8528, 0.0989, -1.4911], [-0.0160, -0.8430, -0.6463], [-0.4951, -0.2822, 0.6946], [0.2809, -0.3122, 1.7766], [-1.9159, 0.2241, 0.7229], [-2.4691, 0.6062, 2.0847], [1.7154, 0.9330, -0.5514], [2.6907, -0.1007, -2.6961], [2.1602, -1.5330, -1.7879], [1.2906, -1.0211, -3.2752], [0.1767, 0.7834, -1.9784], [-0.9114, -1.1060, -1.2113], [0.4373, -1.7973, -0.4372], [-0.0528, 0.0807, 2.7250], [1.1974, -0.8831, 1.8587], [-2.1943, 0.9832, -0.0133], [-2.4740, -0.6550, 0.3487], [-3.4790, 0.9726, 1.9499], [-2.5293, -0.2242, 2.7790], [-1.8569, 1.3908, 2.5326], [2.3643, 1.5008, -1.0975], [2.2675, 0.3365, 0.0665], [1.1341, 1.5398, 0.0307]], "smiles": "C=C(CC)C[C@H](C)[NH3+]", "charge": 1, "homo_lumo_gap_ev": 10.26, "lumo_ev": -3.279, "e_homo_ev": -13.54}

---

Pick #b: it beats the second-best structure by 2.191 eV.

---

#a
{"formula": "C5H7N", "method": "wB97M-V/def2-TZVPD", "species": ["C", "C", "C", "N", "C", "C", "H", "H", "H", "H", "H", "H", "H"], "xyz": [[1.9157, -0.3095, 0.0561], [0.4666, -0.0562, -0.1276], [-0.5930, -1.0052, -0.3283], [-1.7787, -0.3677, -0.1732], [-1.5382, 0.8951, 0.2472], [-0.1392, 1.0886, 0.3664], [2.1365, -1.2692, 0.5108], [2.3660, 0.5106, 0.6130], [2.4389, -0.3190, -0.9092], [-0.6181, -1.9312, -0.8858], [-2.6795, -0.8246, -0.1586], [-2.3301, 1.5489, 0.5931], [0.3532, 2.0393, 0.1961]], "charge": 1, "homo_lumo_gap_ev": [11.14, 7.43], "s2": 0.7641, "multiplicity": 2, "lumo_ev": [-3.874, -7.590], "e_homo_ev": [-15.02, -15.02]}

---

#b
{"formula": "C5H7N", "method": "wB97M-V/def2-TZVPD", "species": ["C", "C", "C", "N", "C", "C", "H", "H", "H", "H", "H", "H", "H"], "xyz": [[1.5245, -0.5730, 1.0982], [0.4204, -0.0550, 0.2106], [-0.5727, -0.9295, -0.2785], [-1.5206, -0.1679, -0.9285], [-1.0878, 1.1146, -1.0038], [0.1339, 1.1929, -0.2308], [1.2265, -1.4714, 1.6309], [1.9455, 0.1757, 1.7605], [2.3238, -0.8789, 0.4125], [-0.8325, -1.9587, -0.0832], [-2.4669, -0.4383, -1.1885], [-1.7633, 1.8792, -1.3502], [0.6692, 2.1101, -0.0492]], "charge": 1, "homo_lumo_gap_ev": [11.16, 7.57], "s2": 0.7643, "multiplicity": 2, "lumo_ev": [-3.890, -7.520], "e_homo_ev": [-15.05, -15.09]}

---

Pick #b: it beats the second-best structure by 0.396 eV.

---

#a
{"formula": "C5H16N2O", "method": "wB97M-V/def2-TZVPD", "species": ["C", "C", "N", "O", "H", "H", "H", "H", "H", "H", "H", "C", "C", "C", "N", "H", "H", "H", "H", "H", "H", "H", "H", "H"], "xyz": [[1.4579, 0.8878, -1.2459], [2.7769, 0.1854, -1.5771], [1.0686, 1.7560, -2.3611], [0.4864, -0.0257, -0.8453], [0.2811, 0.0811, 0.4017], [1.6425, 1.5742, -0.3946], [0.1762, 2.1864, -2.1339], [0.9068, 1.1801, -3.1847], [3.0730, -0.4440, -0.7365], [2.6437, -0.4576, -2.4532], [3.5523, 0.9086, -1.8348], [-1.8301, -0.5398, 0.7525], [-0.0990, 0.3663, 1.7472], [-1.4375, -1.9644, 0.5683], [-2.8800, -0.2672, 1.5455], [-1.6755, 0.0969, -0.1157], [-3.1830, 0.6916, 1.6386], [-3.0266, -0.8400, 2.3658], [-1.4993, -2.5326, 1.4979], [-0.6937, 1.1923, 2.1457], [0.8924, 0.8269, 1.7857], [-0.0855, -0.4538, 2.4654], [-0.4385, -1.9924, 0.1381], [-2.1090, -2.4159, -0.1697]], "homo_lumo_gap_ev": 8.67, "lumo_ev": 0.562, "e_homo_ev": -8.10}

---

#b
{"formula": "C5H16N2O", "method": "wB97M-V/def2-TZVPD", "species": ["N", "C", "C", "C", "N", "C", "C", "H", "H", "H", "H", "H", "H", "H", "H", "H", "H", "H", "H", "H", "H", "H", "H", "O"], "xyz": [[2.4254, -0.1947, 2.0404], [-0.1434, -1.2965, 0.3620], [-0.0090, -1.8807, 1.7757], [0.5993, -0.0114, 0.2165], [0.5266, 0.5171, -1.1552], [-0.2056, 1.7564, -1.3217], [-1.7381, 1.8896, -1.0653], [3.2875, -0.6406, 1.7324], [0.2657, -2.1060, -0.2445], [-1.2392, -1.2090, 0.0305], [-0.4368, -2.8745, 2.0625], [-0.4655, -1.0436, 2.4830], [1.0451, -1.6971, 2.0058], [-0.0352, 0.6849, 0.8848], [1.4740, -0.0909, 0.9359], [0.0163, -0.2636, -1.6484], [-0.0674, 1.9448, -2.4187], [0.3778, 2.6130, -0.8535], [-2.1395, 0.9405, -1.6066], [-1.7884, 1.7734, 0.0305], [-2.1695, 2.7959, -1.4427], [-0.9649, -1.4496, -3.0336], [2.7744, 0.6568, 2.5605], [-1.3897, -0.8141, -2.3302]], "homo_lumo_gap_ev": 4.82, "lumo_ev": -3.563, "e_homo_ev": -8.38}

---

Pick #a: it beats the second-best structure by 5.243 eV.

---

#a
{"formula": "C3H11N2OS", "method": "wB97M-V/def2-TZVPD", "species": ["C", "C", "S", "N", "H", "H", "H", "H", "H", "H", "N", "C", "O", "H", "H", "H", "H", "H"], "xyz": [[0.2912, 2.5337, 0.6604], [1.4523, 1.5502, 0.7958], [1.4100, 0.2207, -0.4652], [-1.0043, 1.8759, 0.9323], [0.3151, 2.9418, -0.3603], [0.3922, 3.4066, 1.3211], [1.4978, 1.1127, 1.7926], [2.3697, 2.1100, 0.5921], [-0.9156, 0.9861, 0.4417], [-1.7600, 2.3619, 0.4608], [-0.4425, -2.5111, -1.8502], [-0.9938, -2.4802, -0.5236], [-0.0636, -2.4634, 0.5484], [0.1263, -1.6923, -2.0085], [0.1002, -3.3501, -1.9753], [-1.6472, -1.6018, -0.4557], [-1.6029, -3.3707, -0.3543], [0.4750, -1.6299, 0.4479]], "charge": -1, "homo_lumo_gap_ev": 7.28, "lumo_ev": 4.110, "e_homo_ev": -3.17}

---

#b
{"formula": "C3H11N2OS", "method": "wB97M-V/def2-TZVPD", "species": ["N", "C", "C", "S", "C", "N", "H", "H", "H", "H", "H", "H", "H", "H", "H", "H", "H", "O"], "xyz": [[-0.7027, -0.6230, 0.9403], [-0.1494, 0.6300, 0.4062], [1.3788, 0.5247, 0.1867], [1.4828, -0.3697, -1.4912], [-0.3727, 1.8484, 1.2760], [-1.8300, 2.1675, 1.3998], [-1.2752, -1.1196, 0.2805], [0.1299, -1.0846, 1.2942], [-0.5464, 0.8542, -0.5932], [2.0218, 1.4158, 0.0120], [1.9001, 0.1025, 1.0748], [0.1651, 1.7378, 2.2559], [0.1160, 2.6556, 0.6993], [-2.2895, 1.2706, 1.5797], [-2.2137, 2.5778, 0.5430], [0.0234, -3.0594, -0.8183], [-0.9900, -3.1660, -1.9995], [-0.8796, -3.3175, -1.0592]], "charge": -1, "homo_lumo_gap_ev": 6.51, "lumo_ev": 3.855, "e_homo_ev": -2.66}

---

Pick #a: it beats the second-best structure by 0.781 eV.